Below is a cluster of 11 separate species, C66H143F2N8O13S2 in total at a distorted geometry, with properties calculated with ωB97M-V with the def2-TZVPD basis set.

Positions of all 234 atoms, in Å:
N  1.4697  0.8380  1.7596
S  1.4322  1.1948  0.2683
O  1.2946  2.6137  -0.0756
O  0.8993  0.2090  -0.6669
F  3.0566  1.0684  0.1414
S  -0.2049  0.6423  1.8915
O  -0.9017  -0.4801  1.2987
O  -0.8522  1.9551  1.7728
F  -0.3734  0.4972  3.5145
C  -3.3821  3.0826  0.1294
C  -4.2233  2.6304  1.2512
C  -4.4058  1.1611  1.1423
N  -4.9604  0.4081  2.4100
C  -6.2376  1.2062  2.9691
C  -6.7904  0.5340  4.3011
C  -7.3078  -0.8008  3.8205
C  -6.2299  -1.7614  3.2086
C  -5.3070  -1.0699  2.0336
C  -3.7750  0.3926  3.4260
H  -2.5501  2.3832  0.0483
H  -2.9418  4.0719  0.2536
H  -3.9560  2.9862  -0.7923
H  -5.1566  3.1882  1.1739
H  -3.6985  2.9979  2.1330
H  -3.4480  0.6761  0.9538
H  -5.0753  0.8299  0.3485
H  -6.9992  1.3560  2.2039
H  -5.9139  2.2202  3.2039
H  -7.4459  1.1183  4.9469
H  -6.0206  0.2037  4.9986
H  -8.1126  -0.6013  3.1130
H  -7.8586  -1.2781  4.6310
H  -6.6563  -2.7065  2.8725
H  -5.5368  -2.0965  3.9802
H  -5.8642  -1.0160  1.0983
H  -4.3877  -1.6185  1.8285
H  -2.9402  -0.1395  2.9697
H  -4.0049  -0.1401  4.3487
H  -3.6042  1.3545  3.9095
C  -4.0091  -1.0115  -2.2898
C  -4.2932  -2.4303  -1.8534
C  -5.6141  -2.8718  -2.5028
N  -6.2119  -4.2704  -2.1249
C  -6.6631  -4.1535  -0.6108
C  -7.5443  -5.4269  -0.1821
C  -8.7100  -5.6761  -1.2731
C  -8.2257  -5.7556  -2.7608
C  -7.4039  -4.4807  -3.1590
C  -5.1843  -5.3684  -2.4353
H  -3.0673  -0.5547  -1.9858
H  -4.8971  -0.3917  -2.1654
H  -3.8939  -1.0581  -3.3727
H  -4.4750  -2.3374  -0.7826
H  -3.5468  -3.1710  -2.1403
H  -5.3435  -2.9238  -3.5574
H  -6.4348  -2.1827  -2.3035
H  -7.2803  -3.2551  -0.6099
H  -5.8134  -4.1017  0.0700
H  -8.0586  -5.1321  0.7326
H  -6.8722  -6.2776  -0.0690
H  -9.3609  -4.8031  -1.2244
H  -9.1563  -6.6041  -0.9156
H  -9.0873  -5.7970  -3.4272
H  -7.6585  -6.6786  -2.8802
H  -8.1347  -3.6724  -3.1817
H  -6.9754  -4.6420  -4.1482
H  -5.6922  -6.3195  -2.2753
H  -4.3153  -5.3735  -1.7772
H  -4.8673  -5.3740  -3.4782
C  -1.4175  -3.5599  3.7640
C  -0.8593  -3.3784  2.3338
C  -0.4277  -4.7319  1.6951
N  0.2489  -4.5683  0.3654
C  0.7388  -6.0027  -0.1055
C  1.3098  -5.9682  -1.5617
C  0.3783  -5.1789  -2.5710
C  -0.0650  -3.8499  -2.0440
C  -0.7288  -3.8973  -0.6323
C  1.6333  -3.8100  0.4273
H  -1.8937  -4.5037  4.0295
H  -2.0055  -2.7319  4.1599
H  -0.5261  -3.7185  4.3710
H  -0.0549  -2.6436  2.3022
H  -1.7326  -2.9908  1.8091
H  -1.2499  -5.4202  1.4991
H  0.3724  -5.0632  2.3570
H  -0.1441  -6.6419  -0.1039
H  1.4531  -6.4899  0.5583
H  1.4952  -6.9861  -1.9045
H  2.3303  -5.6059  -1.6857
H  -0.4519  -5.8850  -2.5869
H  0.8233  -5.0604  -3.5589
H  -0.7970  -3.3660  -2.6906
H  0.8701  -3.2900  -2.0566
H  -1.6836  -4.4172  -0.5531
H  -0.9213  -2.9246  -0.1796
H  1.6127  -2.7759  0.7713
H  2.3336  -3.7440  -0.4054
H  2.1930  -4.2438  1.2559
C  0.1106  6.1505  0.3324
C  0.2778  6.2167  1.7886
C  -0.7129  5.2597  2.5058
N  -0.5251  5.1602  4.0571
C  -1.6158  4.1373  4.4180
C  -1.4288  3.5623  5.7641
C  -0.1291  2.9423  6.1124
C  0.9180  4.0517  5.8478
C  0.8541  4.5820  4.3974
C  -0.8239  6.5582  4.7966
H  -0.8863  6.2501  -0.0969
H  0.5560  5.2078  0.0146
H  0.7488  6.8613  -0.1925
H  0.0796  7.2671  2.0020
H  1.3198  5.9803  2.0042
H  -0.5453  4.2878  2.0418
H  -1.7505  5.5790  2.4079
H  -1.5165  3.3090  3.7164
H  -2.6237  4.5380  4.3100
H  -2.1996  2.8808  6.1240
H  -1.7537  4.4432  6.3177
H  0.0910  2.0639  5.5057
H  -0.1315  2.7061  7.1765
H  1.9130  3.6356  6.0056
H  0.7072  4.8409  6.5695
H  0.9445  3.7514  3.6974
H  1.6779  5.2653  4.1913
H  -0.4003  7.4078  4.2609
H  -0.2814  6.5576  5.7420
H  -1.8608  6.8161  5.0122
C  1.3515  -1.3392  6.3382
C  2.4775  -0.4024  6.0258
C  2.9457  -0.7173  4.5728
N  4.2452  0.1197  4.1888
C  4.5453  -0.2582  2.6869
C  5.5851  0.6335  1.9898
C  5.3210  2.1901  2.1504
C  5.0578  2.4831  3.6247
C  3.9093  1.6598  4.1598
C  5.4961  -0.3112  5.0699
H  1.6226  -2.3775  6.5291
H  0.4325  -1.2464  5.7594
H  1.0130  -1.0236  7.3251
H  3.2650  -0.4485  6.7779
H  1.9772  0.5608  5.9250
H  2.2285  -0.6890  3.7525
H  3.2745  -1.7517  4.6730
H  3.5981  -0.2667  2.1476
H  5.0001  -1.2325  2.5081
H  5.6385  0.4914  0.9104
H  6.6151  0.3911  2.2512
H  4.5775  2.6997  1.5376
H  6.2481  2.7043  1.8974
H  4.7698  3.5279  3.7406
H  5.8882  2.4569  4.3302
H  3.0849  1.7664  3.4547
H  3.6354  1.9230  5.1815
H  5.3566  -0.1555  6.1397
H  6.2900  0.2732  4.6049
H  5.6418  -1.3743  4.8780
C  2.6997  4.0342  -2.6384
C  4.2336  4.1028  -2.5357
C  4.9192  2.9758  -3.1769
N  6.3638  2.5978  -2.7758
C  6.8989  1.4407  -3.6441
C  7.2058  1.8352  -5.1469
C  8.2453  2.9458  -5.1846
C  7.6795  4.0864  -4.3748
C  7.4520  3.7670  -2.8557
C  6.5024  2.1958  -1.3245
H  2.1891  3.1049  -2.3858
H  2.4411  4.3330  -3.6542
H  2.2637  4.7424  -1.9338
H  4.3636  3.9736  -1.4613
H  4.6680  5.0525  -2.8478
H  4.9869  2.9793  -4.2648
H  4.4520  2.0063  -3.0035
H  6.2941  0.5376  -3.5615
H  7.8377  1.1216  -3.1914
H  6.3729  2.1474  -5.7769
H  7.4147  0.8735  -5.6155
H  8.6310  3.1963  -6.1728
H  9.1142  2.5542  -4.6557
H  6.7082  4.4350  -4.7257
H  8.3079  4.9654  -4.5180
H  7.0211  4.6175  -2.3274
H  8.3132  3.5273  -2.2320
H  7.4614  1.7455  -1.0683
H  5.7465  1.4148  -1.2422
H  6.3991  3.0537  -0.6601
C  1.5713  -3.3464  -9.2776
C  1.0107  -2.8511  -7.9249
C  1.7071  -1.6125  -7.5096
N  1.3147  -1.0696  -6.0225
C  2.3265  0.1496  -5.8198
C  2.1779  0.9581  -4.4897
C  0.7120  1.3485  -4.2714
C  -0.3210  0.2688  -4.5866
C  -0.0929  -0.4344  -5.9510
C  1.5265  -2.2199  -4.9023
H  2.6293  -3.5413  -9.1018
H  1.4132  -2.5845  -10.0409
H  0.9300  -4.2156  -9.4230
H  0.9572  -3.6818  -7.2213
H  0.0053  -2.4618  -8.0849
H  1.4634  -0.8202  -8.2174
H  2.7830  -1.6909  -7.6658
H  2.1759  0.8808  -6.6140
H  3.3199  -0.2834  -5.9374
H  2.7216  1.9000  -4.4168
H  2.4556  0.2598  -3.7002
H  0.6778  2.3050  -4.7930
H  0.5337  1.6698  -3.2452
H  -1.2736  0.7986  -4.5904
H  -0.3773  -0.4911  -3.8072
H  -0.0460  0.3218  -6.7347
H  -0.8095  -1.2384  -6.1188
H  1.4772  -1.7118  -3.9392
H  2.5114  -2.6682  -5.0333
H  0.7526  -2.9644  -5.0887
O  -2.0372  -0.3400  6.2394
C  -2.0988  -0.6382  7.5162
O  -1.7141  -1.7755  7.7227
O  -2.3135  0.2446  8.3639
H  -1.9617  -1.2812  6.0660
O  -0.4400  4.2934  -3.9730
C  -1.7227  3.9730  -3.9972
O  -2.0302  3.5491  -2.8607
O  -2.4301  4.1532  -4.9825
H  -0.5407  4.0827  -3.0418
O  3.7207  -1.9357  -0.8047
C  4.2450  -1.9544  -2.0212
O  4.1966  -3.0037  -2.6948
O  4.6865  -0.8446  -2.3921
H  3.8418  -0.9834  -0.8109

The calculation puts the strongest force on any atom at 7.92 eV/A. Its multiplicity is 1. For the energy, the calculation gives -5011.60594 a.u. Its LUMO energy is -5.81 eV. The calculation puts the energy above the lowest of the compared OMol25 structures with the same formula, charge and spin at 328.0 kJ/mol. The gap between HOMO and LUMO is 0.1987 Ha. The HOMO energy comes out at -11.21 eV. Its charge is +3.